A 5-piece molecular cluster, C4H15NO3 overall, computed with ωB97M-V with the def2-TZVPD basis set.

Output
Max |F| in eV Å⁻¹: 4.6
HOMO-LUMO gap in eV: 7.80
E_tot in hartree: -441.659832
HOMO energy in eV: -9.6
ΔE to the lowest compared entry with this formula, charge and spin in kcal/mol: 139.3

Each line ends with the natural charge from an NBO analysis.
CARTESIAN COORDINATES (ANGSTROEM)
N -0.9384 -1.4108 -0.6162  -0.590
C 0.2231 -0.9960 -1.4349  -0.233
C 0.0829 0.4674 -1.4950  -0.463
C -1.1048 0.7775 -0.6366  -0.396
C -2.0406 -0.4504 -0.7861  -0.244
H -1.1739 -2.5485 -0.7459  0.401
H 0.2434 -1.4611 -2.3521  0.184
H 1.1586 -1.3224 -0.9439  0.210
H 0.0008 0.8400 -2.5428  0.201
H 0.9079 0.9722 -1.0346  0.275
H -1.5746 1.7983 -0.9003  0.221
H -0.7701 0.8611 0.3603  0.228
H -2.6240 -0.4565 -1.7281  0.189
H -2.7220 -0.5121 0.0269  0.202
H 0.9389 -1.0235 2.2444  0.465
H 2.0459 -0.7387 1.2322  0.504
O 1.6311 -1.5531 1.7438  -0.940
H 0.1283 1.3011 3.1271  0.455
H -0.4205 -0.4285 1.3635  0.406
O 0.0405 1.2549 2.2103  -1.017
H 2.7523 1.7343 0.9748  0.464
H 1.2162 1.5672 1.3015  0.512
O 1.9990 1.3279 0.6316  -1.034

Atomic forces in eV per Å
N -0.9 -4.5 0.4
C 0.6 -0.9 2.5
C 0.4 1.9 -1.3
C -2.7 2.1 -2.1
C 1.6 1.0 -0.2
H 0.7 4.2 0.6
H -0.3 -1.1 -2.3
H -0.5 0.1 0.1
H -0.2 -0.2 0.7
H 0.6 0.2 -0.2
H 0.5 -1.6 0.4
H 0.0 0.2 1.3
H 0.6 -0.2 0.1
H -0.6 -0.2 0.7
H 1.3 -1.0 -0.4
H -0.9 -2.0 1.2
O -0.3 3.4 -0.7
H 0.1 -0.3 2.5
H 0.6 1.6 0.1
O -1.2 -2.1 -3.4
H 2.0 1.1 0.8
H 1.3 -0.9 -0.9
O -2.6 -0.5 0.2



A 4-piece molecular cluster, C4H15NO3 overall, computed with ωB97M-V with the def2-TZVPD basis set.

Output
Max |F| in eV Å⁻¹: 2.4
HOMO-LUMO gap in eV: 8.98
E_tot in hartree: -441.854700
HOMO energy in eV: -8.2
Structure (SMILES): CC/C=C/N.O.O.O
ΔE to the lowest compared entry with this formula, charge and spin in kcal/mol: 17.1

Each line ends with the natural charge from an NBO analysis.
CARTESIAN COORDINATES (ANGSTROEM)
C -1.2376 -0.5762 3.5737  -0.608
C -0.8787 0.6390 2.6886  -0.410
C -1.3993 0.4242 1.2766  -0.288
C -0.5225 0.5333 0.2824  -0.006
N -0.8317 0.5485 -1.1254  -0.881
H -0.6315 -1.4545 3.2717  0.208
H -1.2448 -0.4141 4.6694  0.208
H -2.2817 -0.8113 3.3145  0.198
H 0.1897 0.8659 2.6309  0.204
H -1.3761 1.5415 3.1075  0.200
H -2.4248 0.1298 1.0718  0.196
H 0.5562 0.5109 0.4654  0.189
H -0.1715 1.1963 -1.5469  0.423
H -1.8243 0.7248 -1.1502  0.375
H 1.2698 0.8993 -3.0930  0.505
H 2.2001 2.0587 -2.6271  0.478
O 1.2815 1.8014 -2.7468  -0.977
H 3.4703 -0.7101 -3.2262  0.475
H 2.1458 -1.4347 -2.9137  0.505
O 2.5154 -0.5710 -3.1596  -0.981
H 0.1529 -1.2284 -1.3483  0.505
H 0.2780 -2.7121 -1.8824  0.473
O 0.7647 -1.9613 -1.5328  -0.990

Atomic forces in eV per Å
C -0.3 -0.1 -0.3
C -1.1 -0.2 0.3
C 1.3 0.1 0.3
C 0.1 -0.4 -1.1
N 0.5 -0.9 2.2
H -0.3 0.5 0.4
H 0.5 0.0 -0.6
H 0.2 -0.2 0.2
H -0.1 -0.2 0.2
H 0.3 -0.4 -0.2
H -0.1 0.5 0.2
H -0.3 0.5 0.1
H -0.6 0.3 -0.6
H 0.1 0.5 -1.0
H 0.7 0.1 0.0
H -0.1 -0.4 -0.1
O -0.7 0.6 0.1
H -0.3 0.1 0.0
H -0.2 0.3 0.3
O 0.6 -0.5 -0.3
H -0.3 -0.1 -0.3
H -0.3 0.2 0.2
O 0.5 -0.3 0.0



A 5-piece molecular cluster, C4H15NO6 overall, computed with ωB97M-V with the def2-TZVPD basis set.

Output
Max |F| in eV Å⁻¹: 1.9
HOMO-LUMO gap in eV: 9.98
E_tot in hartree: -667.589730
HOMO energy in eV: -9.6
Structure (SMILES): C[C@@H](C=O)NC=O.O.O.O.O
ΔE to the lowest compared entry with this formula, charge and spin in kcal/mol: 36.2

Each line ends with the natural charge from an NBO analysis.
CARTESIAN COORDINATES (ANGSTROEM)
C 0.2129 0.3705 1.8756  0.525
N -0.3994 0.3070 0.6454  -0.625
C -1.6964 -1.7643 0.1447  -0.632
C -1.7241 -0.2535 0.3456  -0.159
C -2.6472 0.2524 1.4689  0.438
O -2.6761 -0.3581 2.5013  -0.518
O 1.3937 0.6656 1.9614  -0.666
H -0.3753 0.3147 2.7934  0.150
H 0.1511 0.7202 -0.1040  0.443
H -0.6475 -2.0268 0.3074  0.229
H -1.8797 -2.0829 -0.8874  0.223
H -2.4532 -2.2991 0.7234  0.227
H -1.9695 0.1758 -0.6251  0.231
H -3.1896 1.2068 1.3112  0.128
H 0.1465 2.7905 -1.3068  0.474
H 0.4931 1.5235 -2.0163  0.501
O -0.2460 1.9065 -1.5100  -0.974
H 2.3629 -0.1099 0.6275  0.513
H 3.6528 0.2505 0.0247  0.474
O 2.7396 0.0917 -0.2371  -0.993
H 1.9485 0.3238 -3.5680  0.500
H 2.5575 0.5556 -2.0162  0.535
O 1.8548 0.7004 -2.7042  -1.007
H 2.0432 -2.4212 -1.8710  0.470
H 1.4116 -1.1441 -2.4645  0.477
O 1.3572 -2.1118 -2.4860  -0.964

Atomic forces in eV per Å
C -0.4 0.7 -1.2
N 0.3 -0.4 1.8
C 0.3 -0.4 -0.3
C 0.0 0.7 -0.6
C 0.6 -0.6 -0.7
O -0.5 0.2 0.4
O 0.5 -0.2 0.4
H -0.4 -0.5 -0.2
H -0.4 -0.1 0.0
H -0.4 -0.7 0.5
H 0.0 0.5 0.0
H 0.6 0.0 0.4
H -0.3 0.5 0.2
H 0.1 -0.1 0.1
H -0.8 -0.9 0.0
H -0.1 -0.3 -0.3
O 0.8 1.5 0.0
H -0.9 0.4 0.4
H 0.2 0.1 -0.3
O 1.1 -0.3 -0.4
H 0.9 -0.3 -0.5
H -0.7 -0.3 -1.0
O -0.1 0.7 1.2
H -0.4 0.3 -0.3
H -0.1 -0.3 0.3
O 0.3 -0.2 0.2



A 5-piece molecular cluster, C4H15NO7 overall, computed with ωB97M-V with the def2-TZVPD basis set.

Output
2S+1: 2
Max |F| in eV Å⁻¹: 1.7
HOMO-LUMO gap (alpha / beta) in eV: 10.78 / 5.67
E_tot in hartree: -742.545562
HOMO energy (alpha / beta) in eV: -14.4 / -14.4
ΔE to the lowest compared entry with this formula, charge and spin in kcal/mol: 0.0
Net charge: +1
⟨S²⟩: 0.7623

Each line ends with the natural charge from an NBO analysis.
CARTESIAN COORDINATES (ANGSTROEM)
C 1.0621 0.4379 -2.6224  -0.266
C -0.1763 -0.3507 -3.0175  -0.525
C -1.3950 0.1282 -2.2653  0.455
O -2.4775 -0.3563 -2.3009  -0.383
N 0.9836 1.3050 -1.4707  -0.283
C 1.4165 1.1114 -0.1413  0.845
O 2.0774 0.0098 0.0035  -0.665
O 1.0989 1.9155 0.6969  -0.488
H 1.3273 1.1690 -3.3914  0.259
H 1.9285 -0.1954 -2.4489  0.281
H -0.3727 -0.2461 -4.0868  0.287
H -0.0881 -1.4244 -2.9113  0.283
H -1.2718 1.0315 -1.6128  0.136
H 0.6269 2.2468 -1.6113  0.434
H 2.4281 -0.1117 0.9492  0.560
H -0.2555 -3.4381 1.7136  0.490
H -0.6324 -1.9004 1.9249  0.509
O -0.0248 -2.6304 2.1732  -0.995
H 1.4088 -1.5982 2.2013  0.524
H 2.3604 -0.9301 3.1888  0.501
O 2.1764 -0.9807 2.2423  -0.990
H -2.7274 2.3990 2.6113  0.484
H -1.3594 1.9216 2.9928  0.482
O -2.2871 1.6486 3.0317  -0.943
H -2.2374 -0.7129 0.7205  0.482
H -2.0242 0.0657 2.0406  0.521
O -1.5654 -0.5147 1.3900  -0.993

Atomic forces in eV per Å
C 1.4 0.9 0.4
C -0.7 -0.2 -0.4
C -0.6 0.3 0.3
O 0.2 -0.3 -0.2
N -1.0 0.4 -0.5
C 0.3 -0.9 1.3
O 0.5 0.3 -0.8
O -0.1 0.4 -0.5
H -0.2 -0.3 -0.4
H -0.1 -0.3 0.0
H -0.1 0.3 0.0
H 0.2 -0.2 0.4
H 0.4 0.1 0.1
H 0.1 0.1 0.0
H -0.7 -0.5 0.2
H -0.2 0.0 -0.1
H -0.2 -0.5 -0.1
O 0.4 0.6 0.2
H 0.1 -0.1 -0.3
H 0.3 0.2 -0.2
O -0.1 -0.2 0.7
H -0.3 -0.2 0.1
H 0.0 -0.1 0.2
O 0.3 0.3 -0.3
H 0.1 0.0 0.3
H 0.3 -0.1 -0.2
O -0.5 0.3 -0.2